Formula: C37H29NO5S2
Source: the OMol25 dataset
Level of theory: the ωB97M-V functional and the def2-TZVPD basis

Element x y z (Å)
C1 4.786 -1.296 -3.552
C2 4.646 0.098 -3.455
C3 3.486 0.637 -2.899
C4 2.456 -0.202 -2.439
C5 1.245 0.460 -1.828
C6 0.026 -0.276 -1.704
N1 -1.105 0.182 -2.367
C7 -1.388 1.526 -2.379
C8 -2.635 1.992 -2.757
C9 -3.637 1.097 -3.082
C10 -3.361 -0.273 -3.133
C11 -2.040 -0.726 -2.885
C12 -1.698 -2.059 -3.095
C13 -2.690 -2.990 -3.410
C14 -4.031 -2.579 -3.541
C15 -4.367 -1.244 -3.401
O1 1.328 1.658 -1.475
C16 2.593 -1.593 -2.562
C17 3.760 -2.139 -3.106
H1 5.708 -1.721 -3.944
H2 5.433 0.765 -3.815
H3 3.369 1.719 -2.814
H4 0.082 -1.335 -1.476
H5 -0.604 2.174 -2.012
H6 -2.794 3.065 -2.769
H7 -4.644 1.422 -3.313
H8 -0.662 -2.380 -3.032
H9 -2.413 -4.029 -3.574
H10 -4.805 -3.318 -3.757
H11 -5.401 -0.897 -3.483
H12 1.778 -2.232 -2.222
H13 3.861 -3.224 -3.183
C18 -0.454 5.628 1.281
C19 0.244 4.841 0.364
C20 0.701 3.581 0.742
C21 0.444 3.080 2.013
S1 1.101 1.488 2.514
C22 0.308 0.160 1.645
C23 -0.609 0.256 0.650
C24 -1.800 -0.616 0.628
C25 -1.738 -1.972 0.264
C26 -2.899 -2.741 0.186
C27 -4.114 -2.231 0.642
C28 -4.162 -0.920 1.128
C29 -3.033 -0.104 1.071
S2 0.698 -1.516 2.214
C30 1.967 -1.367 3.460
C31 3.305 -1.477 3.088
C32 4.289 -1.488 4.074
C33 3.928 -1.407 5.423
C34 2.580 -1.310 5.787
C35 1.597 -1.307 4.803
O2 -0.445 -2.050 2.915
O3 1.280 -2.191 1.066
O4 2.500 1.416 2.141
O5 0.694 1.349 3.901
C36 -0.234 3.877 2.941
C37 -0.689 5.143 2.570
H14 -0.803 6.618 0.996
H15 0.450 5.196 -0.646
H16 1.259 2.974 0.039
H17 -0.644 1.208 0.121
H18 -0.791 -2.439 -0.004
H19 -2.836 -3.744 -0.240
H20 -5.015 -2.845 0.602
H21 -5.093 -0.521 1.532
H22 -3.062 0.937 1.404
H23 3.552 -1.545 2.033
H24 5.336 -1.561 3.776
H25 4.697 -1.426 6.195
H26 2.280 -1.240 6.835
H27 0.544 -1.260 5.061
H28 -0.390 3.499 3.947
H29 -1.226 5.747 3.300

Values from the calculation:
* energy above the lowest of the compared OMol25 structures with the same formula, charge and spin: 23.30 kcal/mol
* LUMO: -0.0337 Eh

In elementary charge units, the Löwdin charges are: -0.08 -0.07 -0.02 -0.13 -0.31 -0.09 0.04 -0.01 -0.03 -0.02 -0.15 -0.12 -0.01 -0.06 -0.07 -0.01 -0.01 -0.02 -0.08 0.10 0.10 0.12 0.08 0.11 0.11 0.12 0.11 0.11 0.11 0.12 0.10 0.10 -0.08 -0.06 -0.06 -0.26 0.72 -0.29 -0.09 -0.22 -0.07 -0.07 -0.08 -0.08 -0.02 0.73 -0.31 -0.06 -0.07 -0.07 -0.06 -0.07 -0.28 -0.30 -0.29 -0.30 -0.05 -0.07 0.10 0.11 0.08 0.11 0.10 0.11 0.10 0.10 0.12 0.12 0.11 0.10 0.11 0.12 0.11 0.11



Formula: C29H38N8O6RuS3
Source: the OMol25 dataset
Level of theory: the ωB97M-V functional and the def2-TZVPD basis

Element x y z (Å)
Ru1 1.083 0.721 1.104
S1 2.261 -0.217 2.994
C1 1.527 -1.671 3.507
C2 2.268 -2.470 4.444
N1 2.823 -3.115 5.206
C3 0.307 -2.137 3.000
S2 -0.459 -1.506 1.645
C4 -0.275 -3.231 3.686
N2 -0.663 -4.171 4.216
N3 -0.183 0.964 -0.769
C5 -0.080 2.330 -1.325
C6 0.084 2.318 -2.861
C7 1.246 1.521 -3.451
C8 2.661 1.947 -3.000
N4 2.775 3.429 -3.118
C9 3.240 4.012 -4.212
N5 2.892 5.297 -4.506
N6 4.077 3.347 -5.005
C10 1.026 3.151 -0.666
O1 1.265 4.261 -1.152
O2 1.698 2.620 0.265
H1 0.094 0.232 -1.432
H2 -1.120 0.803 -0.467
H3 -1.054 2.779 -1.082
H4 0.061 3.338 -3.201
H5 -0.859 1.898 -3.272
H6 1.164 1.711 -4.502
H7 1.125 0.418 -3.319
H8 3.430 1.452 -3.569
H9 2.794 1.669 -1.955
H10 2.279 3.958 -2.395
H11 2.320 5.721 -3.836
H12 3.594 5.864 -4.933
H13 4.223 2.381 -4.745
H14 4.331 3.644 -5.911
C11 2.519 -4.095 -1.827
N7 1.740 -3.331 -0.866
C12 2.345 -3.396 0.412
C13 1.481 -1.913 -1.249
C14 2.641 -0.996 -1.096
C15 3.789 -1.103 -1.881
C16 4.943 -0.365 -1.649
C17 4.945 0.526 -0.574
C18 3.820 0.658 0.208
C19 2.633 -0.056 -0.025
H15 2.396 -5.178 -1.709
H16 3.591 -3.847 -1.819
H17 2.212 -3.846 -2.845
H18 2.543 -4.459 0.698
H19 1.704 -2.952 1.155
H20 3.322 -2.887 0.499
H21 0.653 -1.616 -0.618
H22 1.112 -2.020 -2.324
H23 3.787 -1.840 -2.683
H24 5.832 -0.472 -2.336
H25 5.861 1.045 -0.322
H26 3.907 1.326 1.058
C20 -3.956 -4.320 2.213
C21 -4.612 -3.015 2.056
C22 -5.528 -2.477 3.003
C23 -5.986 -1.145 2.890
C24 -5.623 -0.369 1.831
C25 -4.684 -0.864 0.893
C26 -4.250 -2.171 0.983
S3 -6.077 1.365 1.749
O3 -6.320 1.718 0.379
O4 -7.105 1.476 2.726
N8 -4.771 2.218 2.128
C27 -4.038 1.994 3.402
C28 -2.768 1.176 3.285
C29 -1.761 1.377 2.124
O5 -2.159 1.614 0.962
O6 -0.537 1.358 2.435
H27 -4.415 -4.941 2.987
H28 -2.932 -4.228 2.488
H29 -3.974 -4.897 1.273
H30 -5.789 -3.097 3.878
H31 -6.564 -0.697 3.682
H32 -4.379 -0.225 0.042
H33 -3.492 -2.528 0.228
H34 -4.166 2.329 1.332
H35 -4.789 1.557 4.119
H36 -3.764 2.935 3.871
H37 -3.005 0.072 3.217
H38 -2.285 1.335 4.235

Values from the calculation:
* energy above the lowest of the compared OMol25 structures with the same formula, charge and spin: 0.00 kcal/mol
* multiplicity: 5
* LUMO (spin up / spin down): -0.0258 / -0.0893 Eh

In elementary charge units, the Löwdin charges are: 1.15 0.79 -0.69 -0.27 0.19 -0.74 0.80 -0.27 0.20 0.02 -0.24 -0.14 -0.14 -0.11 0.13 -0.41 0.21 0.21 -0.61 0.00 -0.10 0.07 0.05 0.16 0.11 0.13 0.10 0.12 0.09 0.10 0.09 0.10 0.12 0.11 0.12 -0.11 -0.24 -0.12 -0.20 -0.26 -0.08 -0.10 -0.10 -0.17 -0.26 0.09 0.07 0.08 0.11 0.03 0.10 0.02 0.14 0.10 0.12 0.10 0.08 -0.06 -0.27 -0.01 -0.07 -0.28 -0.07 -0.06 0.59 -0.30 -0.29 -0.13 -0.19 -0.09 -0.66 -0.03 -0.20 0.08 0.05 0.09 0.12 0.11 0.12 0.12 0.08 0.13 0.11 0.13 0.11



Formula: C17H31N4O3PS2SiW
Source: the OMol25 dataset
Level of theory: the ωB97M-V functional and the def2-TZVPD basis

Element x y z (Å)
W1 0.138 -0.172 -0.301
C1 -3.140 -3.669 4.042
C2 -2.778 -2.661 2.976
O1 -1.557 -3.122 2.343
P1 -0.791 -2.257 1.257
S1 0.483 -0.888 2.057
S2 -2.057 -1.417 -0.070
O2 0.111 -3.331 0.527
C3 0.134 -4.759 0.803
C4 0.957 -5.084 2.031
H1 -4.043 -3.355 4.562
H2 -2.327 -3.755 4.762
H3 -3.315 -4.645 3.591
H4 -2.608 -1.669 3.398
H5 -3.553 -2.591 2.211
H6 0.586 -5.189 -0.088
H7 -0.888 -5.121 0.897
H8 1.930 -4.595 1.980
H9 1.112 -6.162 2.076
H10 0.450 -4.760 2.938
C5 -0.183 0.158 -3.016
Si1 -1.115 1.722 -2.420
C6 -0.215 3.222 -3.132
C7 -2.878 1.640 -3.060
N1 -0.880 1.586 -0.691
C8 -1.427 2.499 0.230
C9 -1.277 2.338 1.615
C10 -1.808 3.253 2.507
C11 -2.504 4.363 2.050
C12 -2.674 4.534 0.686
C13 -2.146 3.619 -0.209
H11 -0.814 -0.443 -3.669
H12 0.083 -0.540 -2.186
H13 0.735 0.406 -3.546
H14 -0.481 3.335 -4.186
H15 0.870 3.115 -3.072
H16 -0.488 4.151 -2.628
H17 -2.858 1.613 -4.152
H18 -3.472 2.505 -2.761
H19 -3.394 0.746 -2.707
H20 -0.741 1.479 1.986
H21 -1.685 3.093 3.570
H22 -2.908 5.086 2.746
H23 -3.232 5.382 0.310
H24 -2.301 3.764 -1.273
C14 5.339 2.107 -1.681
N2 4.235 1.265 -1.268
C15 4.273 -0.186 -1.369
C16 2.872 -0.542 -0.913
O3 2.321 -1.626 -0.821
N3 2.201 0.607 -0.640
C17 3.012 1.644 -0.881
N4 2.601 2.895 -0.739
H25 6.272 1.591 -1.460
H26 5.340 3.046 -1.131
H27 5.306 2.316 -2.752
H28 5.030 -0.631 -0.721
H29 4.442 -0.524 -2.394
H30 1.656 3.053 -0.422
H31 3.195 3.683 -0.925

Values from the calculation:
* energy above the lowest of the compared OMol25 structures with the same formula, charge and spin: 30.73 kcal/mol
* charge: +1
* multiplicity: 2
* LUMO (spin up / spin down): -0.1213 / -0.1123 Eh

In elementary charge units, the Löwdin charges are: 0.96 -0.06 -0.27 -0.33 -0.12 0.35 0.39 -0.35 -0.23 -0.06 0.09 0.08 0.08 0.12 0.10 0.12 0.12 0.08 0.09 0.07 -0.17 0.41 -0.16 -0.15 -0.26 -0.35 -0.06 -0.08 -0.09 -0.08 -0.06 0.05 -0.06 0.04 0.04 0.01 0.03 0.04 0.03 0.04 0.02 0.11 0.11 0.11 0.07 0.00 -0.08 0.00 -0.49 0.03 0.01 -0.37 0.25 0.10 0.09 0.10 0.15 0.15 0.12 0.12



Formula: C6H6Cl2FeLuN2O3
Source: the OMol25 dataset
Level of theory: the ωB97M-V functional and the def2-TZVPD basis

Element x y z (Å)
Lu1 4.452 -1.286 -4.857
Fe1 0.580 0.339 0.644
Cl1 2.828 -2.771 -5.766
Cl2 2.015 1.858 0.186
C1 1.173 -0.066 2.341
C2 5.724 -2.307 -6.504
C3 6.797 -0.806 -4.933
O1 0.785 0.032 3.446
O2 6.501 -2.731 -7.252
O3 7.939 -0.639 -5.099
C4 -4.349 1.642 1.913
N1 -3.301 0.664 2.296
C5 -3.395 0.071 3.640
C6 -2.277 0.419 1.551
N2 -1.295 0.126 0.962
H1 -5.033 1.678 2.767
H2 -4.907 1.307 1.020
H3 -3.928 2.652 1.752
H4 -3.496 -1.018 3.566
H5 -2.520 0.342 4.244
H6 -4.292 0.495 4.083

Values from the calculation:
* energy above the lowest of the compared OMol25 structures with the same formula, charge and spin: 0.00 kcal/mol
* charge: +4
* multiplicity: 6
* LUMO (spin up / spin down): -0.5413 / -0.6124 Eh

In elementary charge units, the Löwdin charges are: 1.57 0.54 0.06 0.19 -0.06 -0.12 -0.03 0.21 0.26 0.25 0.10 -0.02 0.10 -0.06 0.18 0.12 0.15 0.15 0.15 0.14 0.12



Formula: C4H10N4
Source: the OMol25 dataset
Level of theory: the ωB97M-V functional and the def2-TZVPD basis

Element x y z (Å)
H1 1.029 0.071 1.774
N1 2.103 0.479 1.227
C1 1.963 0.667 -0.084
N2 0.780 0.313 -1.019
N3 0.414 -0.872 -0.521
C2 -0.692 -1.350 -1.440
C3 -0.796 -0.880 -0.027
C4 -1.725 0.483 0.221
N4 -1.659 1.059 1.509
H2 2.895 1.162 -0.893
H3 1.535 0.030 -1.632
H4 -1.211 -0.962 -2.325
H5 -0.588 -2.456 -1.450
H6 -0.660 -1.787 0.746
H7 -2.697 0.126 -0.008
H8 -1.451 0.960 -0.619
H9 -0.846 1.876 1.554
H10 -1.979 0.619 2.455

Values from the calculation:
* energy above the lowest of the compared OMol25 structures with the same formula, charge and spin: 190.64 kcal/mol
* SMILES string: [H]/N=C\NN1C[C@@H]1CN
* LUMO: 0.0386 Eh

In elementary charge units, the Löwdin charges are: 0.15 0.02 -0.26 -0.04 -0.21 -0.06 -0.34 -0.25 -0.06 0.17 0.08 0.12 0.10 0.17 0.09 0.05 0.15 0.12



Formula: C15H20N2O3
Source: the OMol25 dataset
Level of theory: the ωB97M-V functional and the def2-TZVPD basis

Element x y z (Å)
C1 2.267 -5.773 -1.711
C2 1.760 -4.512 -2.534
C3 0.611 -3.736 -1.885
C4 0.117 -2.723 -2.671
O1 -0.754 -2.067 -1.970
C5 -0.689 -1.303 -0.998
C6 0.509 -0.972 -0.528
C7 0.791 0.158 0.279
C8 -0.342 0.670 0.895
C9 -0.300 1.643 2.068
O2 0.653 1.390 2.991
N1 -1.035 2.642 2.153
C10 -0.975 3.587 3.204
C11 0.019 4.819 2.695
N2 -0.267 5.363 1.468
C12 -1.126 4.886 0.529
O3 -1.537 5.214 -0.446
C13 -1.558 3.302 1.114
C14 -1.660 0.278 0.629
C15 -1.933 -0.684 -0.602
H1 1.338 -6.603 -1.438
H2 3.107 -6.309 -2.343
H3 2.629 -5.512 -0.944
H4 1.246 -4.965 -3.675
H5 2.714 -3.855 -2.913
H6 1.136 -3.560 -0.839
H7 -0.105 -4.657 -1.584
H8 1.001 -2.061 -3.053
H9 -0.410 -3.149 -3.629
H10 1.438 -1.130 -1.234
H11 1.635 0.427 0.755
H12 -0.289 3.286 3.812
H13 -1.820 4.181 3.461
H14 0.255 5.561 3.676
H15 1.071 4.494 2.512
H16 -0.173 6.151 1.192
H17 -1.462 2.630 0.129
H18 -2.739 3.289 1.146
H19 -2.377 0.648 1.187
H20 -2.745 -1.049 -0.901

Values from the calculation:
* energy above the lowest of the compared OMol25 structures with the same formula, charge and spin: 324.06 kcal/mol
* SMILES string: CCCCOc1ccc(C(=O)N2CCNC(=O)C2)cc1
* LUMO: 0.0166 Eh

In elementary charge units, the Löwdin charges are: -0.11 -0.28 -0.30 -0.34 0.01 -0.38 -0.02 0.03 -0.17 -0.35 -0.05 -0.11 -0.04 -0.13 0.08 -0.45 0.20 -0.09 0.06 0.17 0.15 0.11 -0.09 0.17 0.14 0.16 0.17 0.17 0.18 0.16 0.08 0.05 0.13 0.18 0.12 0.02 0.16 0.16 0.05 0.02



Formula: C4H26BO21
Source: the OMol25 dataset
Level of theory: the ωB97M-V functional and the def2-TZVPD basis

Element x y z (Å)
O1 -2.473 2.135 1.563
C1 -1.504 1.764 1.067
O2 -1.253 0.495 1.170
B1 -0.165 0.170 0.186
O3 -0.094 1.462 -0.449
C2 -0.806 2.315 0.035
O4 -1.117 3.476 -0.397
O5 -0.564 -0.999 -0.639
C3 0.384 -1.768 -0.719
O6 0.491 -2.791 -1.367
C4 1.372 -1.411 0.279
O7 1.059 -0.297 0.817
O8 2.498 -1.940 0.391
O9 -3.125 4.368 -1.933
H1 -2.916 4.829 -2.741
H2 -2.319 4.185 -1.443
O10 3.104 0.363 -1.761
H3 3.206 0.114 -2.685
H4 3.068 -0.533 -1.545
O11 3.862 -2.651 -2.095
H5 4.559 -2.461 -1.384
H6 3.109 -2.890 -1.725
O12 0.286 -0.298 4.057
H7 -0.187 -0.659 3.320
H8 -0.475 0.347 4.571
O13 0.256 4.608 -2.319
H9 0.414 4.125 -3.208
H10 -0.232 4.094 -1.755
O14 -3.317 -1.840 -0.382
H11 -2.548 -2.222 -0.420
H12 -3.490 -1.692 0.431
O15 1.957 -5.353 -3.136
H13 1.441 -5.925 -3.729
H14 1.175 -4.808 -2.684
O16 -1.110 -3.141 -3.677
H15 -0.792 -2.933 -2.892
H16 -0.480 -2.952 -4.481
O17 -3.026 4.428 3.467
H17 -2.672 3.602 3.442
H18 -3.839 4.300 3.155
O18 0.237 6.052 1.048
H19 -0.341 5.311 0.964
H20 1.036 5.637 0.581
O19 4.209 -2.649 2.911
H21 3.579 -2.856 3.696
H22 3.808 -2.325 2.187
O20 2.557 -4.654 0.169
H23 2.074 -3.880 0.306
H24 2.525 -5.312 0.889
O21 -4.693 0.811 2.776
H25 -3.886 1.208 2.543
H26 -4.848 1.058 3.570

Values from the calculation:
* energy above the lowest of the compared OMol25 structures with the same formula, charge and spin: 171.59 kcal/mol
* charge: -1
* LUMO: 0.0542 Eh

In elementary charge units, the Löwdin charges are: 0.22 -0.47 0.26 -0.77 0.38 -0.37 0.07 0.32 -0.46 0.15 -0.37 0.31 0.10 -0.06 0.02 -0.03 -0.01 0.05 -0.05 -0.01 0.11 -0.10 -0.13 -0.02 0.16 -0.06 0.09 -0.10 0.12 -0.06 -0.06 -0.12 0.02 0.08 -0.04 -0.12 0.11 0.05 -0.04 -0.03 -0.08 -0.02 0.08 -0.05 0.10 -0.08 -0.03 -0.05 0.06 0.05 -0.03 -0.08



Formula: FHNOS
Source: the OMol25 dataset
Level of theory: the ωB97M-V functional and the def2-TZVPD basis

Element x y z (Å)
N1 0.477 -0.108 -0.676
O1 1.566 -0.592 -0.351
F1 0.444 1.460 0.096
S1 -1.102 -1.037 0.364
H1 -1.385 0.276 0.567

Values from the calculation:
* energy above the lowest of the compared OMol25 structures with the same formula, charge and spin: 39.40 kcal/mol
* charge: -1
* LUMO: 0.1528 Eh

In elementary charge units, the Löwdin charges are: -0.33 -0.22 -0.47 0.27 -0.26